Record 1
{"formula": "C15H17N5O4", "method": "ωB97M-V with the def2-TZVPD basis set", "symbols": ["C", "C", "C", "C", "N", "C", "O", "C", "C", "N", "N", "C", "O", "C", "C", "C", "N", "C", "C", "C", "O", "N", "C", "O", "H", "H", "H", "H", "H", "H", "H", "H", "H", "H", "H", "H", "H", "H", "H", "H", "H"], "coordinates": [[-1.1704, 0.4144, 5.5466], [-0.1789, -0.1183, 4.5199], [0.5998, 1.0166, 3.8579], [1.6891, 0.5084, 2.9137], [1.1401, -0.3030, 1.8350], [0.5017, 0.2906, 0.7969], [0.4717, 1.6102, 0.8131], [-0.0749, -0.4472, -0.2223], [-0.7325, 0.1754, -1.3324], [-0.8064, 1.4548, -1.4273], [-1.3843, 2.0619, -2.5033], [-1.4958, 1.6740, -3.8115], [-2.1868, 2.3195, -4.5703], [-0.6646, 0.5169, -4.2559], [-1.2340, -0.5158, -4.9928], [-0.4075, -1.5372, -5.4354], [0.8937, -1.5693, -5.2105], [1.4350, -0.5758, -4.5289], [0.7091, 0.4924, -4.0271], [-0.0086, -1.8943, -0.1953], [-0.4782, -2.6493, -1.0146], [0.6816, -2.3894, 0.9109], [1.2677, -1.6898, 1.9289], [1.8559, -2.2221, 2.8356], [-1.7234, -0.4033, 6.0014], [-1.8816, 1.0907, 5.0771], [-0.6509, 0.9564, 6.3333], [-0.7205, -0.6861, 3.7593], [0.5205, -0.8022, 5.0039], [1.0854, 1.6196, 4.6269], [-0.0857, 1.6645, 3.3088], [2.2238, 1.3494, 2.4682], [2.3869, -0.1328, 3.4549], [-0.0033, 1.9083, -0.0165], [-1.1397, -0.5117, -2.0699], [-1.8059, 2.9564, -2.2773], [-2.2917, -0.5146, -5.2040], [-0.8049, -2.3676, -6.0031], [2.5047, -0.6391, -4.3783], [1.1970, 1.2872, -3.4827], [0.7671, -3.3988, 0.9674]], "forces_ev_per_a": [[0.09, -0.18, -0.16], [0.01, 0.28, 0.10], [0.06, -0.37, -0.08], [0.12, 0.44, 0.44], [0.06, 0.18, -0.01], [-0.27, -0.02, -0.53], [0.20, -0.40, 0.29], [0.03, 0.06, 0.09], [-0.21, 0.11, -0.20], [0.47, -0.26, 0.66], [-0.49, 0.50, -0.06], [0.06, 0.13, 0.10], [-0.06, -0.12, -0.15], [0.25, -0.26, -0.42], [0.10, 0.25, 0.22], [-0.31, 0.03, -0.04], [0.27, -0.43, -0.18], [0.13, 0.30, 0.19], [-0.24, -0.04, -0.09], [0.17, 0.45, 0.35], [-0.13, -0.18, -0.24], [-0.05, -0.54, -0.11], [-0.05, 0.06, -0.20], [0.11, -0.17, 0.24], [-0.10, -0.02, 0.10], [-0.11, 0.09, 0.00], [0.01, 0.08, 0.11], [0.03, -0.08, -0.01], [0.01, -0.08, -0.05], [0.01, 0.09, 0.02], [0.01, 0.09, 0.05], [0.03, -0.14, 0.05], [-0.05, 0.14, -0.14], [-0.10, -0.06, -0.20], [-0.06, 0.07, 0.00], [0.08, -0.26, -0.17], [-0.10, -0.01, -0.06], [-0.12, -0.03, -0.03], [0.08, 0.08, 0.05], [0.04, 0.04, 0.07], [0.00, 0.20, 0.02]], "spin_multiplicity": 1, "homo_ev": -8.68, "charge": 0, "relative_energy_ev": 0.2217, "smiles": "CCCCn1c(O)c(/C=N/NC(=O)c2ccncc2)c(=O)[nH]c1=O"}

***

Record 2
{"formula": "C28H62N7O8S", "method": "ωB97M-V with the def2-TZVPD basis set", "symbols": ["C", "C", "C", "C", "C", "N", "C", "C", "C", "S", "C", "C", "O", "O", "H", "H", "H", "H", "H", "H", "H", "H", "H", "H", "H", "H", "H", "H", "H", "H", "H", "H", "H", "H", "C", "C", "O", "N", "C", "H", "H", "H", "H", "H", "H", "H", "C", "C", "O", "N", "C", "H", "H", "H", "H", "H", "H", "H", "C", "C", "O", "N", "C", "H", "H", "H", "H", "H", "H", "H", "C", "C", "O", "N", "C", "H", "H", "H", "H", "H", "H", "H", "C", "C", "O", "N", "C", "H", "H", "H", "H", "H", "H", "H", "C", "C", "O", "N", "C", "H", "H", "H", "H", "H", "H", "H"], "coordinates": [[-3.2742, -2.3988, -3.7155], [-3.3277, -1.0140, -3.0762], [-3.6863, 0.0968, -4.0738], [-2.6480, 0.2875, -5.1876], [-3.0544, 1.3964, -6.1606], [-1.2870, 0.4149, -4.6402], [-0.9719, 1.7639, -4.1640], [-0.1106, 1.6380, -2.8824], [-0.9510, 1.6388, -1.6073], [-1.2685, 3.3317, -1.0166], [-0.3130, -0.1053, -5.6148], [1.1368, 0.3246, -5.3128], [1.7711, -0.3464, -4.4626], [1.5479, 1.3426, -5.9145], [-2.5379, -2.4529, -4.5196], [-4.2472, -2.7001, -4.1115], [-2.9443, -3.1311, -2.9734], [-2.3673, -0.8049, -2.6047], [-4.0691, -1.0145, -2.2802], [-4.6477, -0.1734, -4.5254], [-3.8500, 1.0209, -3.5080], [-2.6457, -0.6422, -5.7641], [-3.1505, 2.3692, -5.6771], [-2.3197, 1.4866, -6.9633], [-4.0165, 1.1680, -6.6290], [-1.9042, 2.2629, -3.8804], [-0.4830, 2.3979, -4.9075], [0.6908, 2.3794, -2.8684], [0.3606, 0.6572, -2.9459], [-0.4718, 1.0156, -0.8560], [-1.9157, 1.1742, -1.8132], [-2.4096, 3.2110, -0.3153], [-0.5497, 0.1380, -6.6593], [-0.3527, -1.1992, -5.5350], [3.8903, -3.3427, -0.1912], [2.5049, -3.1315, -0.7609], [1.4980, -3.4136, -0.1117], [2.4230, -2.6155, -2.0016], [3.5025, -2.2121, -2.8895], [3.7937, -3.7570, 0.8092], [4.4647, -4.0370, -0.8029], [4.4261, -2.3944, -0.1312], [1.4797, -2.4822, -2.3365], [3.3799, -1.1560, -3.1239], [3.4443, -2.7710, -3.8230], [4.4721, -2.3812, -2.4288], [-8.0968, -2.4554, -1.1593], [-7.3529, -2.1965, -2.4494], [-6.3912, -1.4541, -2.5041], [-7.7965, -2.8350, -3.5693], [-8.9107, -3.7511, -3.7010], [-7.6215, -1.8802, -0.3711], [-9.1390, -2.1441, -1.2445], [-8.0576, -3.5133, -0.8959], [-7.2540, -2.6209, -4.3915], [-8.5596, -4.7197, -4.0627], [-9.6374, -3.3588, -4.4155], [-9.4050, -3.8953, -2.7462], [7.7283, -3.6497, 1.6741], [7.4711, -4.8813, 0.8376], [6.9451, -4.8174, -0.2579], [7.8484, -6.0833, 1.3578], [8.4789, -6.3518, 2.6345], [7.3720, -2.7838, 1.1250], [7.1937, -3.7087, 2.6231], [8.7950, -3.5297, 1.8686], [7.6463, -6.8623, 0.7517], [9.4438, -6.8397, 2.4818], [7.8486, -7.0127, 3.2328], [8.6383, -5.4314, 3.1856], [1.2492, 1.2685, 2.8793], [0.7154, 0.2291, 1.9224], [-0.2426, 0.4429, 1.1983], [1.3481, -0.9754, 1.8785], [2.4966, -1.4158, 2.6417], [0.6424, 2.1651, 2.7986], [1.1993, 0.9080, 3.9083], [2.2833, 1.5186, 2.6372], [0.9486, -1.6179, 1.2103], [3.3139, -1.6779, 1.9671], [2.2396, -2.2996, 3.2294], [2.8340, -0.6341, 3.3147], [-0.4836, 5.4211, 2.1147], [-0.0218, 5.2756, 3.5415], [-0.0275, 4.1958, 4.1212], [0.4137, 6.3892, 4.1843], [0.4969, 7.7419, 3.6708], [-0.7962, 4.4514, 1.7382], [-1.3289, 6.1087, 2.0573], [0.3267, 5.7892, 1.4850], [0.7164, 6.2227, 5.1334], [1.5303, 8.0907, 3.7060], [-0.1149, 8.4104, 4.2794], [0.1483, 7.7857, 2.6449], [0.7663, 3.8197, 9.4758], [1.1008, 4.2080, 8.0526], [1.9335, 5.0720, 7.8030], [0.4418, 3.5738, 7.0587], [-0.5778, 2.5502, 7.1594], [1.3741, 4.4183, 10.1477], [-0.2863, 4.0086, 9.6899], [0.9835, 2.7651, 9.6492], [0.7087, 3.8761, 6.1302], [-0.2480, 1.6459, 6.6459], [-1.4956, 2.8962, 6.6822], [-0.7867, 2.3092, 8.1969]], "forces_ev_per_a": [[0.31, -0.03, 0.22], [0.02, 0.06, -0.18], [0.15, -0.30, 0.32], [-0.07, -0.08, 0.29], [-0.04, -0.03, -0.21], [-0.35, 0.39, -0.83], [0.02, 0.09, 0.83], [-0.34, 0.02, -0.40], [-0.14, -0.54, -0.12], [0.20, 0.36, -0.08], [0.11, -0.78, 0.24], [0.49, 0.62, -0.06], [-0.16, -0.42, 0.05], [-0.19, -0.17, -0.07], [-0.04, 0.11, -0.06], [-0.03, 0.00, 0.02], [-0.19, -0.08, -0.02], [0.07, 0.04, -0.16], [-0.10, -0.04, 0.00], [-0.04, 0.16, -0.05], [0.06, 0.11, -0.16], [0.07, -0.04, 0.00], [0.03, -0.02, 0.08], [0.03, 0.06, 0.04], [-0.01, -0.05, 0.06], [-0.02, -0.01, -0.05], [0.07, -0.17, -0.14], [-0.02, 0.06, 0.13], [0.20, 0.15, 0.08], [-0.06, 0.45, 0.24], [-0.02, 0.04, -0.06], [0.12, -0.35, -0.10], [-0.04, 0.38, 0.08], [-0.02, 0.02, -0.03], [-0.07, -0.07, 0.05], [0.02, 0.18, -0.33], [-0.06, 0.02, 0.22], [0.04, -0.31, 0.30], [-0.12, 0.24, 0.08], [-0.07, -0.02, -0.01], [0.12, 0.10, 0.00], [0.10, -0.04, -0.09], [0.02, 0.19, -0.09], [0.05, -0.05, -0.19], [0.04, 0.03, -0.02], [-0.04, -0.10, 0.07], [0.01, 0.02, 0.02], [0.14, 0.04, -0.05], [-0.20, 0.01, 0.07], [-0.12, -0.03, 0.08], [0.25, 0.13, -0.22], [0.05, 0.02, -0.05], [-0.02, -0.08, 0.02], [-0.08, 0.00, 0.00], [0.02, -0.01, 0.00], [-0.09, -0.05, 0.05], [-0.08, -0.06, 0.05], [0.01, 0.01, 0.02], [-0.02, 0.03, -0.03], [-0.07, 0.01, -0.06], [0.04, -0.02, -0.02], [0.05, 0.11, 0.08], [-0.11, -0.20, -0.26], [-0.02, -0.04, -0.05], [0.07, 0.01, 0.04], [-0.02, 0.00, 0.09], [-0.01, -0.01, 0.00], [0.04, 0.04, 0.10], [0.05, 0.04, 0.10], [-0.01, 0.02, -0.01], [-0.09, 0.07, -0.05], [0.19, -0.29, -0.08], [-0.10, 0.09, 0.24], [-0.09, 0.28, 0.17], [-0.25, -0.06, -0.27], [-0.03, -0.03, 0.00], [0.10, 0.01, 0.02], [0.03, -0.03, 0.08], [0.11, -0.25, -0.14], [0.05, 0.01, 0.11], [0.08, -0.01, 0.04], [0.00, 0.04, 0.02], [-0.05, -0.12, 0.09], [0.04, 0.05, 0.03], [0.03, -0.05, 0.11], [-0.07, -0.04, -0.06], [0.09, -0.13, 0.27], [0.06, -0.03, 0.02], [0.06, 0.07, -0.07], [-0.06, 0.06, -0.05], [0.06, 0.04, 0.00], [-0.02, 0.07, -0.08], [-0.01, 0.07, -0.08], [-0.01, -0.02, -0.01], [0.07, 0.05, 0.04], [-0.05, 0.00, -0.13], [-0.02, 0.06, 0.05], [0.19, 0.05, 0.21], [0.12, 0.14, -0.23], [0.03, 0.03, -0.05], [-0.01, -0.09, 0.02], [-0.09, -0.02, 0.02], [-0.23, -0.08, -0.21], [-0.07, -0.05, 0.04], [-0.04, -0.07, 0.03], [0.01, 0.01, 0.02]], "spin_multiplicity": 1, "homo_ev": -4.34, "charge": -1}

***

Record 3
{"formula": "C4H8N2OS", "method": "ωB97M-V with the def2-TZVPD basis set", "symbols": ["C", "C", "C", "S", "C", "O", "N", "N", "H", "H", "H", "H", "H", "H", "H", "H"], "coordinates": [[1.3002, 0.3898, -0.8943], [0.4485, 0.3442, 0.4500], [-0.2257, 1.6314, 0.6360], [-1.9278, 1.4663, -0.2436], [-1.7113, -0.3511, -0.3409], [-2.5629, -1.1306, -0.6115], [-0.4841, -0.7064, 0.1955], [0.0434, -1.9455, 0.4238], [0.5929, 0.5365, -1.6365], [1.7810, -0.5891, -0.9368], [2.1844, 1.0685, -0.7451], [0.9856, 0.1257, 1.4110], [-0.5085, 1.8128, 1.6748], [0.3606, 2.2350, 0.0951], [-0.5523, -2.4976, 0.9746], [0.2761, -2.3900, -0.4523]], "forces_ev_per_a": [[2.58, -0.53, 4.35], [1.57, -1.05, -0.83], [-4.44, -1.73, 1.03], [1.56, -0.70, 0.14], [1.00, 0.31, 1.77], [-1.10, -0.81, -0.96], [-0.78, 1.58, 0.73], [0.65, -0.25, -1.05], [-0.80, 0.71, -1.81], [-0.22, -0.11, -0.50], [-1.13, -0.04, -0.79], [0.06, -0.13, -1.24], [0.55, 0.58, -0.28], [1.63, 3.51, -1.15], [-0.98, -0.92, 0.62], [-0.15, -0.41, -0.03]], "spin_multiplicity": 1, "homo_ev": -9.15, "charge": 0, "relative_energy_ev": 1.4723, "smiles": "C[C@H]1CSC(=O)N1N"}

***

Record 4
{"formula": "C20H25N2O6", "method": "ωB97M-V with the def2-TZVPD basis set", "symbols": ["C", "N", "C", "C", "C", "C", "C", "C", "N", "C", "O", "O", "H", "H", "H", "H", "H", "H", "H", "H", "H", "H", "H", "H", "H", "H", "H", "H", "H", "C", "C", "C", "O", "C", "C", "C", "O", "H", "H", "H", "H", "C", "C", "C", "O", "C", "C", "C", "O", "H", "H", "H", "H"], "coordinates": [[2.2833, -2.1417, 3.4882], [3.6510, -1.8314, 3.0796], [3.8218, -0.9337, 1.9348], [3.6853, 0.5368, 2.3222], [2.3350, 1.0339, 2.8699], [1.1340, 1.1478, 1.8926], [-0.1461, 0.4657, 2.4348], [-0.8072, -0.5180, 1.4863], [-1.9334, -1.1825, 2.1817], [3.0624, -1.3074, 0.6385], [2.4732, -2.4070, 0.6094], [3.1475, -0.4146, -0.2458], [2.1228, -3.2153, 3.5223], [1.5478, -1.7425, 2.8029], [2.0671, -1.7437, 4.4824], [4.1013, -2.6979, 2.8344], [4.8660, -1.0551, 1.6408], [4.4440, 0.7636, 3.0734], [3.9334, 1.1206, 1.4398], [2.5285, 2.0342, 3.2607], [2.0395, 0.4364, 3.7277], [1.3827, 0.7696, 0.9057], [0.9124, 2.2035, 1.7457], [-0.8954, 1.2133, 2.7010], [0.0806, -0.0835, 3.3465], [-0.0898, -1.2828, 1.1998], [-1.1621, 0.0126, 0.6020], [-2.5932, -0.4699, 2.4699], [-2.4218, -1.8001, 1.5461], [1.8745, -0.5296, -3.7985], [1.4322, 0.0480, -2.6808], [0.3154, 1.0162, -2.7285], [-0.1193, 1.5598, -1.7342], [-0.2806, 1.3175, -4.0585], [0.1662, 0.7373, -5.1662], [1.2850, -0.2383, -5.1195], [1.6842, -0.7604, -6.1427], [2.6904, -1.2411, -3.7840], [1.8788, -0.1723, -1.7078], [-1.0874, 2.0345, -4.0672], [-0.2517, 0.9418, -6.1446], [-3.5433, 1.6727, -1.5202], [-4.1793, 1.3018, -2.6328], [-5.2774, 0.3079, -2.6060], [-5.8589, -0.0222, -3.6185], [-5.6416, -0.2720, -1.2918], [-5.0139, 0.0942, -0.1799], [-3.9217, 1.1046, -0.2031], [-3.3693, 1.4298, 0.8246], [-2.7238, 2.3796, -1.5180], [-3.9271, 1.6976, -3.6082], [-6.4407, -1.0025, -1.2979], [-5.2616, -0.3158, 0.7911]], "forces_ev_per_a": [[0.04, 0.13, 0.14], [0.13, -0.08, 0.03], [0.08, -0.04, 0.36], [-0.31, 0.20, -0.09], [0.10, 0.15, -0.26], [-0.17, -0.19, 0.36], [0.08, 0.01, -0.18], [-0.33, -0.11, 0.32], [0.26, 0.08, 0.03], [-0.34, 0.14, 0.34], [0.14, 0.23, -0.34], [-0.17, -0.34, -0.46], [-0.02, -0.17, -0.02], [-0.16, 0.03, -0.22], [0.01, 0.06, 0.13], [-0.01, -0.09, -0.06], [0.20, 0.03, 0.00], [0.06, -0.09, 0.14], [0.01, 0.08, -0.15], [0.02, 0.09, 0.16], [0.04, -0.10, 0.14], [0.13, -0.23, -0.06], [0.02, 0.13, -0.09], [-0.06, 0.14, 0.10], [0.02, -0.03, 0.16], [0.11, -0.08, -0.21], [0.23, 0.06, -0.28], [-0.10, 0.03, -0.02], [-0.01, -0.05, -0.04], [-0.01, 0.00, -0.01], [0.01, -0.08, 0.09], [0.00, -0.02, -0.11], [-0.11, 0.06, 0.04], [0.03, -0.03, -0.06], [-0.08, 0.05, -0.03], [0.06, -0.03, 0.02], [0.01, -0.01, -0.04], [0.00, -0.01, 0.02], [0.13, -0.01, 0.12], [-0.12, 0.11, 0.02], [0.02, -0.02, -0.01], [-0.04, -0.01, -0.17], [0.14, 0.09, 0.16], [0.00, -0.01, 0.00], [-0.02, 0.01, -0.05], [-0.05, -0.05, 0.03], [0.01, 0.02, 0.00], [-0.01, -0.19, 0.18], [-0.07, 0.17, -0.10], [0.06, -0.02, 0.02], [0.01, 0.00, -0.02], [0.00, -0.01, -0.03], [0.04, 0.02, 0.02]], "spin_multiplicity": 1, "homo_ev": -4.38, "charge": -1, "relative_energy_ev": 1.5783}

***

Record 5
{"formula": "CH4O3P4", "method": "ωB97M-V with the def2-TZVPD basis set", "symbols": ["C", "O", "O", "O", "P", "P", "P", "P", "H", "H", "H", "H"], "coordinates": [[-2.8158, -8.1920, -2.7732], [-4.9503, -4.9313, -1.1326], [-6.5896, -6.4143, 0.0614], [-7.1761, -5.8669, -2.2447], [-4.2333, -7.8439, -2.2475], [0.8342, 4.2099, 2.6160], [2.2140, 3.7761, 1.0170], [-6.1471, -5.7912, -1.1608], [-1.9607, -8.3161, -3.3038], [0.1752, 2.9887, 2.3979], [-0.0137, 5.0879, 1.7614], [3.1321, 4.7698, 1.2730]], "forces_ev_per_a": [[-3.85, 0.79, 1.35], [0.63, -0.03, -0.89], [-0.16, -1.82, 2.83], [1.28, 0.21, -0.74], [1.66, -0.51, -0.38], [-0.05, 1.18, -0.68], [0.16, -1.19, -0.76], [-1.97, 1.72, -1.13], [2.35, -0.42, -1.06], [-0.57, 0.01, -0.02], [-0.19, -0.78, 1.02], [0.71, 0.84, 0.46]], "spin_multiplicity": 1, "homo_ev": -0.24, "charge": -2, "relative_energy_ev": 1.6219}

***

Record 6
{"formula": "C7H6", "method": "ωB97M-V with the def2-TZVPD basis set", "symbols": ["C", "C", "C", "C", "C", "C", "C", "H", "H", "H", "H", "H", "H"], "coordinates": [[-0.7925, -1.3665, 0.1707], [-1.5132, -0.1454, 0.4086], [-1.2068, 1.0662, 0.4028], [-0.6688, -0.5432, -1.2077], [0.6766, -0.8991, 0.4470], [-0.0299, 1.6571, -0.1362], [0.5871, 0.2081, -0.5936], [-1.2002, -2.4617, 0.1577], [1.0059, -0.5993, 1.5822], [1.4278, -1.7405, 0.1913], [-0.2572, 2.2147, -0.9528], [0.5002, 2.2533, 0.6803], [1.4710, 0.3562, -1.1503]], "forces_ev_per_a": [[0.98, -1.19, -1.39], [-1.02, 2.12, 1.04], [-2.73, -3.89, 0.04], [-0.34, 0.26, 0.59], [1.78, -1.35, 3.23], [3.14, -1.61, 2.85], [-0.69, 1.24, 0.69], [0.66, 2.42, 0.34], [-0.97, -0.62, -2.46], [-1.22, 1.43, -0.04], [-0.19, 1.80, -2.51], [-0.28, -0.63, -1.36], [0.88, 0.02, -1.01]], "spin_multiplicity": 1, "homo_ev": [-8.29, -8.29], "charge": 0, "relative_energy_ev": 6.5133}

***

Number 1: M 331.33 g mol⁻¹. Number 2: M 656.91 g mol⁻¹. Number 3: M 132.19 g mol⁻¹. Number 4: M 389.43 g mol⁻¹. Number 5: M 187.94 g mol⁻¹. Number 6: M 90.12 g mol⁻¹.